{
  "formula": "C4H13N2",
  "method": "ωB97M-V/def2-TZVPD",
  "symbols": ["C", "C", "C", "C", "N", "N", "H", "H", "H", "H", "H", "H", "H", "H", "H", "H", "H", "H", "H"],
  "positions_angstrom": [[0.13626, 0.67546, -1.82114], [-2.06479, 1.22575, 1.02365], [2.24838, -1.33258, 0.64200], [0.69519, -0.46573, -1.01102], [-1.48621, -0.13857, 0.80859], [1.64432, -0.29510, -0.15535], [-0.95719, 0.71885, -1.43437], [0.17048, 0.37256, -2.92102], [0.86840, 1.52625, -1.72684], [-2.33028, 1.63409, 0.00884], [-2.85856, 1.12102, 1.76626], [-1.43058, 1.93531, 1.41289], [2.29957, -1.07130, 1.65658], [1.53557, -2.18607, 0.79269], [3.25627, -1.69258, 0.20288], [0.37557, -1.51084, -1.24257], [-1.66699, -0.67596, 1.66084], [-2.04637, -0.58920, 0.13702], [1.61097, 0.74864, 0.20006]],
  "forces_ev_per_a": [[-0.0349, -1.0901, -0.0234], [-1.4526, -1.7248, -1.6514], [0.5110, -2.5268, -0.7566], [0.1675, -0.6175, -0.9406], [0.8670, 0.7975, 1.4001], [-1.6835, 3.0205, 0.6263], [1.9037, 0.7716, -1.0011], [-0.3358, 0.2750, 1.4444], [-1.4886, -0.3047, 0.1799], [-0.4880, -0.3727, 1.2136], [-0.5536, 0.4899, -0.6668], [2.1191, 1.2096, 0.9881], [0.8084, 1.1438, 1.2359], [0.5861, 0.4559, -1.0496], [-1.7549, 0.7368, 0.8400], [0.3807, 0.8731, 0.2744], [0.3649, 0.1456, -0.2908], [-0.9462, -0.6580, -0.9690], [1.0296, -2.6247, -0.8534]],
  "max_force_ha_per_bohr": 0.0683,
  "multiplicity": 1,
  "de_lowest_kcal_mol": 57.1,
  "homo_lumo_gap_ha": 0.345,
  "total_charge": 1
}